1.
Below is a structure of composition C15H13AgN5O3S2, with properties calculated with wB97M-V/def2-TZVPD.

CARTESIAN COORDINATES (ANGSTROEM)
Ag -1.05 -1.81 -1.41
C 0.62 -2.03 2.87
C 0.44 -2.25 1.39
N -0.71 -2.41 0.83
N -1.82 -2.25 1.57
C -2.96 -2.31 0.94
N -4.05 -2.03 1.72
S -3.31 -2.78 -0.68
C 1.58 -2.20 0.50
C 2.87 -1.99 1.00
C 3.93 -1.85 0.13
C 3.68 -1.93 -1.24
C 2.38 -2.16 -1.65
N 1.36 -2.30 -0.83
H -0.37 -2.03 3.32
H 1.08 -1.06 3.06
H 1.22 -2.82 3.32
H -3.83 -1.43 2.50
H -4.88 -1.76 1.20
H 3.03 -1.93 2.07
H 4.93 -1.69 0.51
H 4.48 -1.82 -1.96
H 2.15 -2.24 -2.71
O -0.64 0.64 -3.23
C -0.61 1.06 -2.07
N -0.54 0.29 -1.00
S -0.64 1.10 0.40
O 0.55 0.96 1.20
O -1.89 0.86 1.07
C -0.67 2.74 -0.36
C -0.70 4.01 0.17
C -0.71 5.08 -0.71
C -0.71 4.87 -2.09
C -0.69 3.58 -2.61
C -0.66 2.52 -1.72
H -0.71 4.16 1.24
H -0.72 6.09 -0.33
H -0.72 5.72 -2.75
H -0.70 3.40 -3.67

HOMO-LUMO gap	7.0828	eV
charge	-1
LUMO energy	2.9	eV
energy	-55030.8603	eV

2.
Below is a structure of composition C15H19IrN2O3S2, with properties calculated with wB97M-V/def2-TZVPD.

CARTESIAN COORDINATES (ANGSTROEM)
Ir -0.04 -0.17 -0.69
O -1.36 -0.87 0.68
N -1.14 -2.12 1.13
C -1.95 -2.55 2.12
C -1.77 -3.78 2.67
C -0.75 -4.60 2.17
C 0.03 -4.16 1.14
C -0.18 -2.88 0.60
S 0.73 -2.25 -0.72
H -2.71 -1.84 2.42
H -2.42 -4.10 3.47
H -0.58 -5.58 2.60
H 0.82 -4.76 0.72
O 1.42 0.85 0.88
C 2.71 1.16 0.39
C 2.84 0.69 -1.04
C 4.08 0.78 -1.64
C 4.27 0.28 -2.92
C 3.18 -0.28 -3.57
C 1.96 -0.31 -2.93
N 1.78 0.17 -1.68
H 1.21 1.34 1.68
H 3.48 0.69 1.00
H 2.88 2.24 0.41
H 4.90 1.22 -1.09
H 5.24 0.33 -3.39
H 3.27 -0.69 -4.56
H 1.09 -0.72 -3.41
S -1.11 -0.24 -2.57
C -3.10 3.20 -0.02
C -2.90 2.69 1.41
C -1.54 2.01 1.35
O -1.23 1.79 -0.05
C -2.41 2.13 -0.83
H -2.60 4.17 -0.16
H -4.14 3.30 -0.29
H -3.68 1.98 1.68
H -2.90 3.50 2.14
H -1.52 1.05 1.87
H -0.74 2.65 1.75
H -3.04 1.25 -0.94
H -2.08 2.45 -1.82

energy relative to the best compared isomer or geometry (same formula, charge and spin)	23.47	kJ/mol
2S+1	2
HOMO-LUMO gap (alpha / beta)	7.8437 / 6.5067	eV
expectation value of S²	0.76
charge	+1
LUMO energy (alpha / beta)	-2.7 / -3.8	eV
energy	-49488.0597	eV

3.
Below is a structure of composition C30H43Cl3N5O3PtSi, with properties calculated with wB97M-V/def2-TZVPD.

CARTESIAN COORDINATES (ANGSTROEM)
C 3.59 3.21 -3.91
C 3.48 1.90 -3.16
H 4.64 3.43 -4.10
H 3.18 4.06 -3.37
H 3.04 3.14 -4.87
C 4.42 0.92 -3.27
C 5.53 0.98 -4.22
H 4.41 0.06 -2.59
H 6.33 1.67 -3.90
H 5.21 1.28 -5.23
H 5.96 -0.02 -4.34
Pt -1.66 1.52 0.82
Cl -2.81 1.61 -1.21
Cl -0.58 1.47 2.87
C -1.62 -1.63 -0.66
O -1.08 -1.21 0.38
N -1.65 -2.94 -0.99
C -0.88 -3.87 -0.18
C -2.38 -3.47 -2.13
H -2.12 -0.96 -1.38
H -0.81 -3.46 0.84
H 0.14 -3.99 -0.59
H -1.38 -4.84 -0.19
H -3.13 -2.75 -2.48
H -2.88 -4.39 -1.82
H -1.71 -3.71 -2.96
H 3.67 1.33 0.90
H 4.96 -1.02 -0.41
C 3.83 0.50 1.59
C 4.50 -1.54 0.44
N 3.41 -0.75 0.97
H 3.27 0.67 2.52
C 2.21 -1.34 1.36
O 1.49 -0.93 2.25
H 4.16 -2.52 0.10
H 1.95 -2.25 0.75
H 4.91 0.43 1.78
H 5.26 -1.67 1.22
O 2.77 2.06 -1.63
C 2.07 1.51 -2.72
C 2.31 -0.86 -1.93
C 1.63 0.09 -2.70
H 2.99 -0.45 -1.18
C 2.17 -2.23 -2.17
H 1.29 2.18 -3.10
C 0.55 -0.35 -3.49
H 2.82 -2.95 -1.66
C 1.18 -2.66 -3.07
C 0.36 -1.72 -3.70
H -0.10 0.40 -3.96
H 1.10 -3.73 -3.31
H -0.43 -2.04 -4.38
Si 1.61 3.48 -0.06
Cl 0.21 1.37 -0.35
C 2.36 3.28 1.62
C -0.10 4.27 0.48
C 2.30 4.61 -1.31
H 1.90 2.42 2.14
H 2.13 4.18 2.22
H 3.45 3.17 1.61
H 3.35 4.32 -1.47
H 2.27 5.67 -1.05
H 1.72 4.50 -2.24
H -0.99 3.81 0.02
H -0.12 5.33 0.20
H -0.23 4.20 1.57
N -7.44 -5.23 6.42
C -6.97 -4.35 5.80
C -6.43 -3.23 5.08
C -5.18 -3.32 4.45
C -4.64 -2.20 3.82
C -5.38 -1.01 3.76
C -6.65 -0.92 4.33
C -7.16 -2.04 5.00
N -4.83 0.07 3.04
C -5.48 1.25 2.62
C -4.61 1.90 1.78
N -3.42 1.17 1.77
C -3.59 0.07 2.50
H -4.63 -4.27 4.47
H -3.65 -2.27 3.36
H -7.21 0.00 4.27
H -8.14 -1.98 5.48
H -6.47 1.49 2.94
H -4.68 2.79 1.17
H -2.86 -0.70 2.69

energy relative to the best compared isomer or geometry (same formula, charge and spin)	188.53	kJ/mol
2S+1	3
HOMO-LUMO gap (alpha / beta)	2.5050 / 5.0912	eV
expectation value of S²	2.04
charge	-1
LUMO energy (alpha / beta)	1.6 / 0.3	eV
energy	-94091.7115	eV